The following is a DFT calculation (ωB97M-V with the def2-TZVPD basis set) of an isolated molecule of C4H5NO2.

Positions of all 12 atoms, in Å:
1 C 1.41 0.76 0.36
2 C 0.13 0.13 0.77
3 C 0.28 -1.32 0.35
4 C -0.97 -1.35 -0.48
5 H 2.31 0.60 0.94
6 H -0.05 0.15 1.84
7 H 0.37 -1.97 1.22
8 H 1.17 -1.42 -0.22
9 H -1.38 -2.16 -1.05
10 N -1.61 -0.26 -0.56
11 O 1.45 1.40 -0.65
12 O -0.99 0.76 0.04

Molecular weight ... 99.09 g/mol
SMILES ... O=C[C@@H]1CC=NO1
ΔE to the lowest compared entry with this formula, charge and spin ... 71.1 kcal/mol
Net charge ... 0
Highest occupied orbital energy ... -9.80 eV
2S+1 ... 1
DFT total energy ... -360.556180 hartree

Results of the Löwdin charge analysis, in e, for atoms 1 through 4: -0.229 -0.261 -0.088 -0.120


The following is a DFT calculation (ωB97M-V with the def2-TZVPD basis set) of a cluster of 10 separate species, C37H48N9O in total.

Positions of all 95 atoms, in Å:
1 C -0.19 0.40 0.14
2 O 0.92 0.99 -0.36
3 H 0.02 -0.64 0.18
4 H -1.08 0.61 -0.33
5 H -0.25 0.87 1.11
6 N 1.73 2.74 1.72
7 C 3.02 3.22 1.82
8 C 3.07 3.90 3.18
9 C 1.80 3.73 3.82
10 C 1.06 3.07 2.88
11 H 1.36 2.04 0.99
12 H 3.83 3.23 1.11
13 H 3.97 4.40 3.61
14 H 1.53 4.09 4.78
15 H 0.05 2.76 3.00
16 N -0.55 1.72 -2.67
17 C -1.84 2.23 -2.87
18 C -2.10 2.24 -4.20
19 C -0.93 1.76 -4.86
20 C 0.14 1.47 -3.84
21 H -0.10 1.56 -1.68
22 H -2.52 2.32 -2.10
23 H -3.00 2.47 -4.75
24 H -0.74 1.62 -5.92
25 H 1.16 1.14 -3.90
26 N 1.56 -1.01 -2.15
27 C 0.72 -1.92 -2.80
28 C 1.57 -2.78 -3.40
29 C 2.92 -2.52 -3.12
30 C 2.89 -1.27 -2.38
31 H 1.28 -0.22 -1.57
32 H -0.37 -1.91 -2.80
33 H 1.24 -3.59 -4.09
34 H 3.81 -3.11 -3.37
35 H 3.69 -0.66 -1.93
36 N -1.78 -1.73 2.59
37 C -2.35 -2.99 2.43
38 C -3.71 -2.67 1.83
39 C -3.76 -1.28 1.72
40 C -2.67 -0.71 2.30
41 H -0.78 -1.49 2.80
42 H -1.88 -3.95 2.59
43 H -4.36 -3.40 1.43
44 H -4.58 -0.75 1.26
45 H -2.45 0.30 2.48
46 N 3.10 2.11 -1.59
47 C 3.06 3.11 -2.54
48 C 4.44 3.61 -2.71
49 C 5.23 2.81 -1.84
50 C 4.40 1.97 -1.11
51 H 2.31 1.63 -1.24
52 H 2.18 3.43 -3.06
53 H 4.79 4.45 -3.38
54 H 6.29 2.84 -1.66
55 H 4.56 1.26 -0.34
56 N 1.44 -3.14 -0.23
57 C 0.25 -3.55 0.40
58 C 0.57 -4.52 1.34
59 C 1.95 -4.71 1.38
60 C 2.48 -3.78 0.31
61 H 1.35 -2.45 -1.05
62 H -0.70 -3.09 0.12
63 H -0.13 -4.99 2.03
64 H 2.53 -5.38 1.92
65 H 3.41 -3.66 -0.25
66 N -2.63 -0.98 -2.78
67 C -3.14 -1.68 -3.88
68 C -3.18 -3.00 -3.57
69 C -2.99 -3.16 -2.15
70 C -2.59 -1.77 -1.64
71 H -2.42 0.05 -2.76
72 H -3.27 -1.15 -4.80
73 H -3.50 -3.77 -4.24
74 H -3.14 -4.03 -1.49
75 H -2.27 -1.32 -0.66
76 N -2.80 3.51 2.23
77 C -2.28 2.89 1.09
78 C -3.44 2.03 0.60
79 C -4.54 2.22 1.52
80 C -4.06 3.00 2.52
81 H -2.32 4.25 2.82
82 H -1.28 3.02 0.67
83 H -3.43 1.38 -0.21
84 H -5.45 1.68 1.57
85 H -4.48 3.29 3.46
86 N 0.81 -0.50 3.09
87 C 1.25 -1.78 3.13
88 C 0.94 -2.19 4.54
89 C 0.59 -0.96 5.22
90 C 0.51 0.03 4.32
91 H 0.78 0.03 2.26
92 H 1.69 -2.26 2.28
93 H 1.10 -3.22 4.85
94 H 0.26 -0.86 6.24
95 H 0.38 1.05 4.58

Molecular weight ... 634.85 g/mol
ΔE to the lowest compared entry with this formula, charge and spin ... 0.0 kcal/mol
Net charge ... -1
Highest occupied orbital energy ... -5.29 eV
2S+1 ... 1
DFT total energy ... -2006.545259 hartree

Results of the Löwdin charge analysis, in e, for atoms 1 through 4: -0.292 -0.414 0.063 0.025


The following is a DFT calculation (ωB97M-V with the def2-TZVPD basis set) of an isolated molecule of C4H4N2.

Positions of all 10 atoms, in Å:
1 C -0.01 0.91 0.04
2 C 0.67 -0.21 -0.02
3 C -1.78 -1.33 0.30
4 C 1.70 -0.99 -0.10
5 N -1.95 -0.18 0.21
6 N -1.35 1.06 0.21
7 H 0.39 1.97 -0.13
8 H 2.00 -1.53 -1.02
9 H 2.20 -1.43 0.80
10 H -1.87 1.74 -0.29

Molecular weight ... 80.09 g/mol
ΔE to the lowest compared entry with this formula, charge and spin ... 108.6 kcal/mol
Net charge ... 0
Highest occupied orbital energy ... -8.85 eV
2S+1 ... 1
DFT total energy ... -264.153332 hartree

Results of the Löwdin charge analysis, in e, for atoms 1 through 4: -0.189 -0.145 0.029 0.004


The following is a DFT calculation (ωB97M-V with the def2-TZVPD basis set) of a cluster of 6 separate species, C6H14Cl8N2O4 in total.

Positions of all 34 atoms, in Å:
1 C 2.16 -1.34 3.47
2 N 2.04 0.07 4.02
3 O 2.99 0.82 3.74
4 O 1.08 0.25 4.71
5 H 1.38 -1.97 3.91
6 H 3.19 -1.61 3.68
7 H 1.96 -1.24 2.40
8 C -2.87 -2.12 -1.69
9 N -3.43 -1.69 -2.99
10 O -3.85 -2.56 -3.72
11 O -3.65 -0.49 -3.07
12 H -3.38 -3.07 -1.50
13 H -3.11 -1.37 -0.93
14 H -1.79 -2.19 -1.78
15 C -0.05 0.84 0.00
16 Cl 0.58 -0.82 -0.21
17 Cl 0.35 1.57 1.53
18 H 0.47 1.36 -0.81
19 H -1.12 0.73 -0.15
20 C -0.66 2.17 -4.73
21 Cl -2.27 2.03 -4.34
22 Cl 0.36 2.63 -3.29
23 H -0.20 1.33 -5.25
24 H -0.61 2.94 -5.49
25 C -1.88 0.44 3.79
26 Cl -2.70 0.06 2.20
27 Cl -2.93 0.62 5.12
28 H -1.19 -0.33 4.13
29 H -1.30 1.34 3.61
30 C 4.07 0.21 -1.38
31 Cl 5.34 -0.22 -0.31
32 Cl 3.26 1.77 -0.90
33 H 4.44 0.40 -2.39
34 H 3.28 -0.54 -1.36

Molecular weight ... 461.81 g/mol
⟨S²⟩ ... 0.753
Net charge ... -1
Highest occupied orbital energy (spin up / spin down) ... -0.13 / -4.22 eV
2S+1 ... 2
DFT total energy ... -4328.789061 hartree

Results of the Löwdin charge analysis, in e, for atoms 1 through 4: 0.051 -0.448 0.028 0.053


The following is a DFT calculation (ωB97M-V with the def2-TZVPD basis set) of a cluster of 3 separate species, C45H54IN3O7S2 in total.

Positions of all 112 atoms, in Å:
1 C 5.64 -1.29 5.77
2 C 4.28 -1.67 5.62
3 C 2.64 -1.97 5.42
4 C 2.04 -0.63 4.63
5 C 1.64 0.71 5.49
6 C 1.84 0.66 7.12
7 C 1.08 2.01 4.64
8 S 0.65 3.54 5.70
9 C 0.90 2.01 2.97
10 C 0.29 3.35 2.25
11 C 1.39 4.02 1.20
12 O 0.80 5.29 0.71
13 C 1.34 0.66 2.09
14 C 1.89 -0.62 3.00
15 S 2.40 -2.16 1.99
16 C 3.15 -1.37 0.42
17 C 4.42 -2.10 -0.31
18 C 5.09 -3.47 0.29
19 I 7.20 -2.95 0.78
20 C 5.14 -4.74 -0.75
21 C 3.95 -4.76 -1.87
22 C 5.04 -1.45 -1.68
23 C 4.33 -0.07 -2.26
24 C 3.03 0.67 -1.50
25 C 2.45 2.00 -2.25
26 C 2.53 1.87 -3.92
27 C 3.21 3.41 -1.88
28 C 4.43 3.28 -0.80
29 C 5.29 4.71 -0.91
30 C 2.40 0.01 -0.10
31 N 1.22 0.65 0.58
32 C -0.11 0.10 0.10
33 C -1.09 1.26 -0.52
34 C -1.80 0.87 -1.95
35 C -1.95 2.26 -2.85
36 C -3.52 2.51 -3.37
37 O -3.55 3.21 -4.69
38 C -3.86 2.22 -5.77
39 C -2.53 1.48 -6.44
40 O -5.12 1.91 -6.16
41 H 6.62 -0.62 5.81
42 H 2.13 -2.08 6.46
43 H 2.46 -2.97 4.82
44 H 0.90 0.08 7.56
45 H 1.95 1.70 7.65
46 H 2.78 -0.02 7.43
47 H -0.67 3.27 6.12
48 H -0.09 4.18 2.98
49 H -0.64 3.04 1.58
50 H 2.37 4.26 1.78
51 H 1.50 3.27 0.32
52 H -0.05 5.49 1.22
53 H 4.63 -3.86 1.29
54 H 4.99 -5.72 -0.08
55 H 6.23 -4.87 -1.22
56 H 2.99 -4.14 -1.60
57 H 3.59 -5.90 -1.96
58 H 4.41 -4.51 -2.93
59 H 5.95 -2.01 -2.18
60 H 4.79 0.35 -3.27
61 H 1.30 2.14 -1.99
62 H 1.95 2.76 -4.46
63 H 3.67 2.04 -4.20
64 H 2.20 0.81 -4.31
65 H 2.36 4.17 -1.52
66 H 3.66 3.90 -2.87
67 H 5.19 2.42 -1.03
68 H 4.01 3.25 0.31
69 H 4.55 5.48 -1.43
70 H 5.66 5.10 0.13
71 H 6.15 4.52 -1.69
72 H 0.02 -0.73 -0.73
73 H -0.66 -0.36 1.05
74 H -0.54 2.29 -0.58
75 H -1.98 1.40 0.26
76 H -2.89 0.49 -1.71
77 H -1.13 0.06 -2.50
78 H -1.19 2.18 -3.76
79 H -1.69 3.22 -2.20
80 H -4.05 3.27 -2.62
81 H -4.14 1.50 -3.44
82 H -2.79 0.94 -7.47
83 H -1.72 2.29 -6.67
84 H -2.13 0.71 -5.64
85 C -7.25 0.82 -4.35
86 C -8.22 -0.06 -4.84
87 C -9.33 -0.39 -4.05
88 C -9.46 0.18 -2.78
89 C -8.49 1.06 -2.29
90 C -7.38 1.37 -3.08
91 N -10.64 -0.14 -1.96
92 O -11.47 -0.93 -2.42
93 O -10.73 0.41 -0.85
94 H -6.40 1.07 -4.97
95 H -8.12 -0.49 -5.83
96 H -10.08 -1.08 -4.45
97 H -8.57 1.50 -1.30
98 H -6.62 2.06 -2.71
99 C -2.41 -5.91 2.34
100 C -1.04 -6.21 2.34
101 C -0.22 -5.73 3.36
102 C -0.78 -4.95 4.38
103 C -2.14 -4.64 4.38
104 C -2.96 -5.12 3.36
105 N 0.08 -4.46 5.47
106 O 1.29 -4.74 5.43
107 O -0.46 -3.80 6.38
108 H -3.05 -6.29 1.55
109 H -0.62 -6.82 1.55
110 H 0.84 -5.97 3.35
111 H -2.59 -4.03 5.17
112 H -4.02 -4.89 3.35

Molecular weight ... 939.98 g/mol
SMILES ... C#CCc1c(C)c(S)c(CCO)c2c1Sc1c([C@H](I)CC)ccc([C@H](C)CCC)c1N2CCCCCOC(C)=O.O=[N+]([O-])c1ccccc1.O=[N+]([O-])c1ccccc1
Net charge ... 0
Highest occupied orbital energy ... -8.04 eV
2S+1 ... 1
DFT total energy ... -3530.866676 hartree

Results of the Löwdin charge analysis, in e, for atoms 1 through 4: 0.038 -0.073 -0.182 -0.114


The following is a DFT calculation (ωB97M-V with the def2-TZVPD basis set) of a structure of composition C36H57N2O4Sn.

Positions of all 100 atoms, in Å:
1 Sn -1.56 -2.10 -0.47
2 C -4.22 -3.27 0.00
3 N -2.85 -3.82 0.20
4 C -2.66 -5.11 -0.37
5 C -2.60 -3.95 1.68
6 C -2.44 -2.64 2.31
7 N -1.30 -1.87 1.76
8 C 0.04 -2.46 1.94
9 C 1.12 -1.58 1.43
10 C 1.97 -1.04 2.35
11 C 3.06 -0.36 1.92
12 C 3.32 -0.32 0.51
13 C 2.46 -0.75 -0.47
14 C 1.28 -1.38 0.07
15 O 0.42 -1.98 -0.81
16 C 2.87 -0.55 -1.92
17 C 4.08 0.51 -2.12
18 C 1.69 0.06 -2.66
19 C 3.30 -1.98 -2.43
20 C 4.13 0.20 2.87
21 C 3.40 0.66 4.11
22 C 4.99 1.32 2.24
23 C 5.09 -0.94 3.19
24 C -1.40 -0.46 2.23
25 C -1.17 0.56 1.22
26 C -0.26 1.62 1.33
27 C -0.34 2.77 0.50
28 C -1.39 2.71 -0.45
29 C -2.17 1.63 -0.72
30 C -2.04 0.53 0.14
31 O -2.83 -0.58 -0.07
32 C -3.30 1.72 -1.75
33 C -3.39 0.54 -2.71
34 C -4.67 1.81 -0.96
35 C -3.19 3.01 -2.62
36 C 0.49 4.02 0.48
37 C 1.17 4.35 -0.87
38 C -0.42 5.18 0.90
39 C 1.60 3.93 1.49
40 H -4.88 -3.67 0.74
41 H -4.64 -3.49 -1.00
42 H -4.31 -2.23 0.27
43 H -3.13 -5.88 0.21
44 H -1.57 -5.24 -0.39
45 H -3.02 -5.13 -1.38
46 H -1.69 -4.54 1.86
47 H -3.48 -4.39 2.18
48 H -2.25 -2.81 3.38
49 H -3.32 -2.07 2.13
50 H 0.16 -3.54 1.55
51 H 0.24 -2.53 3.01
52 H 1.87 -1.17 3.43
53 H 4.14 0.28 0.19
54 H 3.87 1.41 -1.53
55 H 4.38 0.73 -3.16
56 H 5.04 0.16 -1.70
57 H 1.34 1.03 -2.20
58 H 0.82 -0.58 -2.71
59 H 2.04 0.42 -3.70
60 H 4.20 -2.26 -1.87
61 H 3.57 -2.04 -3.48
62 H 2.55 -2.69 -2.15
63 H 2.49 1.24 3.81
64 H 4.02 1.30 4.72
65 H 3.09 -0.23 4.72
66 H 4.39 2.28 2.12
67 H 5.42 1.02 1.29
68 H 5.79 1.56 2.97
69 H 4.68 -1.78 3.66
70 H 6.04 -0.64 3.71
71 H 5.41 -1.33 2.22
72 H -0.75 -0.33 3.09
73 H -2.40 -0.43 2.71
74 H 0.48 1.58 2.08
75 H -1.46 3.65 -0.97
76 H -3.66 -0.39 -2.24
77 H -2.47 0.33 -3.19
78 H -4.07 0.79 -3.47
79 H -4.83 0.97 -0.34
80 H -5.50 1.92 -1.63
81 H -4.77 2.65 -0.32
82 H -2.21 3.10 -3.08
83 H -3.28 3.87 -1.99
84 H -3.98 2.98 -3.41
85 H 0.46 4.67 -1.64
86 H 1.74 3.52 -1.16
87 H 1.92 5.10 -0.65
88 H -1.14 5.43 0.15
89 H 0.15 6.06 1.09
90 H -1.00 4.93 1.79
91 H 2.41 3.34 1.10
92 H 1.21 3.52 2.45
93 H 2.09 4.89 1.75
94 C -1.87 -1.84 -4.73
95 O -1.47 -1.97 -3.34
96 C -2.18 -2.70 -2.51
97 O -3.14 -3.40 -2.79
98 H -1.49 -0.89 -5.08
99 H -2.93 -1.87 -4.83
100 H -1.38 -2.67 -5.28

Molecular weight ... 700.57 g/mol
Net charge ... +1
Highest occupied orbital energy ... -10.68 eV
2S+1 ... 1
DFT total energy ... -2030.468662 hartree

Results of the Löwdin charge analysis, in e, for atoms 1 through 4: 1.501 -0.041 -0.328 -0.060


The following is a DFT calculation (ωB97M-V with the def2-TZVPD basis set) of a structure of composition C8H19NO.

Positions of all 29 atoms, in Å:
1 C -6.89 -0.86 0.59
2 C -5.80 -0.05 -0.11
3 C -3.44 0.16 -0.69
4 C 1.92 2.03 0.33
5 C 3.38 1.61 0.14
6 C 3.48 0.08 0.01
7 C 4.91 -0.46 -0.18
8 C 4.96 -2.00 -0.25
9 H -6.62 -1.72 1.19
10 H -7.50 -1.44 -0.22
11 H -7.76 -0.19 0.95
12 H -4.52 -1.09 1.01
13 H -4.16 0.62 -1.53
14 H -2.79 1.21 0.01
15 H -2.81 -0.87 -0.95
16 H 1.34 1.70 -0.55
17 H 1.49 1.61 1.24
18 H 1.81 3.11 0.41
19 H 3.99 1.95 0.98
20 H 3.83 2.13 -0.73
21 H 3.06 -0.36 0.92
22 H 2.84 -0.30 -0.80
23 H 5.52 -0.10 0.65
24 H 5.35 -0.04 -1.10
25 H 4.41 -2.36 -1.13
26 H 5.97 -2.39 -0.34
27 H 4.52 -2.52 0.64
28 N -4.51 -0.49 0.21
29 O -6.00 1.07 -0.71

Molecular weight ... 145.25 g/mol
ΔE to the lowest compared entry with this formula, charge and spin ... 74.2 kcal/mol
Net charge ... 0
Highest occupied orbital energy ... -9.52 eV
2S+1 ... 1
DFT total energy ... -446.114520 hartree

Results of the Löwdin charge analysis, in e, for atoms 1 through 4: -0.036 -0.502 -0.097 -0.130


The following is a DFT calculation (ωB97M-V with the def2-TZVPD basis set) of a cluster of 2 separate species, C24H21ClFNO2 in total.

Positions of all 50 atoms, in Å:
1 C -0.26 -5.24 -1.94
2 C -0.85 -3.89 -2.30
3 O -1.06 -3.24 -1.01
4 C -1.63 -2.02 -1.01
5 C -1.78 -1.49 0.37
6 N -2.28 -0.32 0.55
7 C -2.35 0.39 1.64
8 C -3.01 1.69 1.65
9 C -2.83 2.68 2.65
10 C -3.52 3.88 2.57
11 C -4.40 4.11 1.51
12 Cl -5.22 5.61 1.39
13 C -4.62 3.14 0.52
14 C -3.89 1.95 0.58
15 O -1.98 -1.42 -2.01
16 H 0.17 -5.73 -2.82
17 H 0.51 -5.14 -1.17
18 H -1.04 -5.90 -1.53
19 H -0.15 -3.30 -2.91
20 H -1.80 -4.01 -2.83
21 H -1.50 -2.16 1.20
22 H -1.86 0.05 2.58
23 H -2.11 2.49 3.45
24 H -3.38 4.67 3.32
25 H -5.33 3.31 -0.28
26 H -3.98 1.18 -0.19
27 F 2.83 2.95 -3.26
28 C 2.57 1.63 -2.98
29 C 2.61 0.71 -4.03
30 C 2.37 -0.65 -3.76
31 C 2.14 -1.07 -2.46
32 C 2.12 -0.14 -1.39
33 C 1.95 -0.64 -0.08
34 C 2.38 -0.05 1.12
35 C 1.93 -0.64 2.34
36 C 2.26 -0.08 3.57
37 C 3.00 1.11 3.61
38 C 3.48 1.69 2.43
39 C 3.25 1.09 1.20
40 C 2.27 1.25 -1.68
41 H 2.81 1.05 -5.04
42 H 2.38 -1.38 -4.55
43 H 1.99 -2.13 -2.21
44 H 1.49 -1.63 -0.01
45 H 1.30 -1.53 2.27
46 H 1.93 -0.57 4.49
47 H 3.19 1.60 4.57
48 H 4.06 2.62 2.46
49 H 3.72 1.48 0.29
50 H 2.15 2.01 -0.90

Molecular weight ... 409.89 g/mol
ΔE to the lowest compared entry with this formula, charge and spin ... 77.4 kcal/mol
Net charge ... 0
Highest occupied orbital energy ... -5.81 eV
2S+1 ... 1
DFT total energy ... -1692.310225 hartree

Results of the Löwdin charge analysis, in e, for atoms 1 through 4: -0.083 -0.216 -0.051 -0.509


The following is a DFT calculation (ωB97M-V with the def2-TZVPD basis set) of a cluster of 2 separate species, C4H8N3OP in total.

Positions of all 17 atoms, in Å:
1 C -1.04 -0.37 0.36
2 C -0.53 1.05 0.58
3 C 0.08 0.43 -1.35
4 C -2.56 -0.46 0.45
5 N -0.53 -0.62 -0.98
6 N 0.18 1.47 -0.42
7 N 2.99 -0.35 -0.62
8 O 1.89 -0.07 1.59
9 P 2.43 0.83 0.52
10 H -0.39 -1.08 0.99
11 H -0.64 1.44 1.53
12 H 0.65 0.64 -2.26
13 H -2.74 -1.50 0.19
14 H -3.00 0.23 -0.24
15 H -2.85 -0.21 1.45
16 H 3.37 -0.05 -1.49
17 H 2.69 -1.38 -0.30

Molecular weight ... 145.10 g/mol
SMILES ... C[C@@H]1C=NC=N1.NP=O
ΔE to the lowest compared entry with this formula, charge and spin ... 44.0 kcal/mol
Net charge ... 0
Highest occupied orbital energy ... -9.53 eV
2S+1 ... 1
DFT total energy ... -738.055883 hartree

Results of the Löwdin charge analysis, in e, for atoms 1 through 4: -0.378 -0.128 -0.279 -0.034


The following is a DFT calculation (ωB97M-V with the def2-TZVPD basis set) of a structure of composition C5H8O.

Positions of all 14 atoms, in Å:
1 C -0.67 0.35 0.91
2 C 0.61 0.63 1.03
3 C -0.23 -0.83 0.09
4 C 1.84 1.29 1.24
5 C -1.34 -1.06 -1.86
6 O -0.11 -0.93 -1.27
7 H -1.58 0.90 1.22
8 H 0.16 -1.65 0.63
9 H 2.59 0.59 1.65
10 H 1.74 2.17 2.01
11 H 2.23 1.60 0.29
12 H -1.46 -0.81 -2.94
13 H -2.01 -0.29 -1.51
14 H -1.79 -1.96 -1.50

Molecular weight ... 84.12 g/mol
ΔE to the lowest compared entry with this formula, charge and spin ... 115.2 kcal/mol
Net charge ... 0
Highest occupied orbital energy ... -7.83 eV
2S+1 ... 1
DFT total energy ... -270.374319 hartree

Results of the Löwdin charge analysis, in e, for atoms 1 through 4: -0.089 -0.099 -0.170 -0.104


Number 1: largest force on an atom 0.048 Eh/bohr. Number 2: largest force on an atom 0.115 Eh/bohr. Number 3: largest force on an atom 0.063 Eh/bohr. Number 4: largest force on an atom 0.106 Eh/bohr. Number 5: largest force on an atom 0.199 Eh/bohr. Number 6: largest force on an atom 0.056 Eh/bohr. Number 7: largest force on an atom 0.093 Eh/bohr. Number 8: largest force on an atom 0.040 Eh/bohr. Number 9: largest force on an atom 0.076 Eh/bohr. Number 10: largest force on an atom 0.119 Eh/bohr.